{
  "formula": "C46H47GaN7O2P",
  "method": "ωB97M-V/def2-TZVPD",
  "energy_ha": -4580.66607,
  "multiplicity": 1,
  "homo_energy_ev": -11.7528,
  "charge": 2,
  "relative_energy_kj_mol": 5.3,
  "largest_force_ev_per_a": 0.6,
  "homo_lumo_gap_ev": 6.117,
  "species": ["Ga", "O", "C", "N", "C", "C", "C", "C", "C", "C", "N", "C", "C", "C", "C", "C", "N", "H", "H", "H", "H", "H", "H", "H", "H", "H", "H", "C", "O", "C", "C", "C", "C", "C", "C", "C", "N", "C", "C", "N", "C", "C", "C", "C", "N", "C", "C", "N", "C", "C", "C", "C", "H", "H", "H", "H", "H", "H", "H", "H", "H", "H", "H", "H", "H", "H", "C", "C", "C", "C", "P", "C", "C", "C", "C", "C", "C", "C", "C", "C", "C", "H", "H", "H", "H", "H", "H", "H", "H", "H", "H", "H", "H", "H", "H", "H", "H", "H", "H", "H", "H", "H", "H", "H"],
  "coordinates": [[0.1098, 1.3715, 0.1072], [-2.8710, 3.9095, 0.1267], [-1.6536, 3.8610, 0.1154], [-0.9601, 2.8419, 0.7812], [-1.8114, 2.3337, 1.8671], [-1.1932, 1.1727, 2.5731], [-1.6505, 0.7367, 3.8115], [-1.0679, -0.3702, 4.3910], [-0.0343, -1.0276, 3.7239], [0.3678, -0.5481, 2.5043], [-0.2024, 0.5363, 1.9417], [-0.9040, 5.0262, -0.4817], [-1.6577, 6.0215, -1.0966], [-1.0135, 7.1644, -1.5383], [0.3552, 7.2648, -1.3503], [1.0184, 6.2084, -0.7433], [0.4116, 5.1069, -0.3108], [-1.9819, 3.1375, 2.5883], [-2.8059, 2.0308, 1.5238], [-2.4523, 1.2741, 4.2997], [-1.4105, -0.7252, 5.3541], [0.4499, -1.8947, 4.1492], [1.1587, -1.0260, 1.9461], [-2.7227, 5.8898, -1.2069], [-1.5705, 7.9615, -2.0120], [0.9052, 8.1426, -1.6605], [2.0930, 6.2557, -0.5970], [-4.5790, -11.5550, -0.5233], [-5.3630, -10.3661, -0.4883], [-4.7297, -9.1841, -0.4900], [-5.5515, -8.0538, -0.5045], [-4.9935, -6.7981, -0.5116], [-3.6053, -6.6273, -0.5010], [-2.7948, -7.7583, -0.4781], [-3.3423, -9.0286, -0.4717], [-2.9927, -5.3042, -0.5208], [-1.6985, -5.0475, -0.4636], [-1.6028, -3.6891, -0.5088], [-2.8453, -3.0962, -0.5967], [-3.7239, -4.1463, -0.6063], [-3.0309, -1.6879, -0.6802], [-4.2540, -1.0136, -0.8567], [-4.2544, 0.3498, -0.9632], [-3.0459, 1.0535, -0.8600], [-1.8876, 0.4467, -0.6673], [-1.8729, -0.9007, -0.6084], [-0.5736, -1.5026, -0.5360], [0.4825, -0.6579, -0.5515], [1.6943, -1.1779, -0.6086], [1.9473, -2.5498, -0.6099], [0.8850, -3.4178, -0.5398], [-0.4155, -2.8939, -0.5142], [-5.2862, -12.3755, -0.5783], [-3.9771, -11.6523, 0.3820], [-3.9333, -11.5713, -1.4029], [-6.6237, -8.1946, -0.5094], [-5.6601, -5.9429, -0.5207], [-1.7203, -7.6314, -0.4643], [-2.6887, -9.8876, -0.4508], [-4.7260, -4.0955, -0.6688], [-5.1819, -1.5673, -0.9241], [-5.1708, 0.9015, -1.1176], [-3.0421, 2.1314, -0.9127], [2.4992, -0.4664, -0.6532], [2.9667, -2.9066, -0.6614], [1.0189, -4.4921, -0.5213], [4.7928, 0.2274, -0.6092], [4.1184, 1.2033, 0.3692], [3.7481, 0.4781, 1.6662], [5.1799, 2.2600, 0.7123], [2.5252, 2.0964, -0.2717], [2.5225, 3.5966, 0.7551], [3.2482, 4.7548, 0.4780], [3.3220, 5.7772, 1.4096], [2.6908, 5.6545, 2.6390], [1.9749, 4.5042, 2.9312], [1.8911, 3.4868, 1.9942], [2.5827, 2.4075, -2.1223], [3.8398, 3.1412, -2.6049], [1.3488, 3.2346, -2.4832], [2.4689, 1.0641, -2.8571], [5.6190, -0.2398, -0.0692], [5.2264, 0.7428, -1.4633], [4.1731, -0.5842, -0.9810], [4.6629, 0.0894, 2.1187], [3.0826, -0.3675, 1.4993], [3.2903, 1.1556, 2.3902], [6.0822, 1.7209, 1.0089], [4.8888, 2.8959, 1.5440], [5.4398, 2.8885, -0.1390], [3.7697, 4.8748, -0.4558], [3.8842, 6.6720, 1.1763], [2.7651, 6.4512, 3.3672], [1.4793, 4.3994, 3.8875], [1.3214, 2.6019, 2.2412], [3.9125, 4.1467, -2.2063], [3.7789, 3.2358, -3.6912], [4.7575, 2.6033, -2.3779], [1.3800, 4.2308, -2.0521], [0.4154, 2.7573, -2.1548], [1.2896, 3.3207, -3.5702], [3.3106, 0.3996, -2.6833], [2.4425, 1.2762, -3.9277], [1.5414, 0.5435, -2.6109]],
  "lowdin_charge": [0.595, 0.053, -0.428, -0.010, -0.149, -0.217, 0.025, -0.003, -0.010, -0.077, 0.060, -0.188, 0.020, -0.026, -0.018, -0.130, 0.111, 0.153, 0.125, 0.136, 0.129, 0.124, 0.099, 0.123, 0.120, 0.116, 0.085, -0.054, -0.057, -0.273, 0.018, -0.023, -0.165, -0.009, 0.006, -0.232, 0.196, -0.172, -0.119, 0.193, -0.050, 0.039, 0.004, -0.072, 0.094, -0.137, -0.135, 0.040, -0.156, 0.005, 0.060, -0.049, 0.099, 0.100, 0.099, 0.129, 0.106, 0.116, 0.109, 0.153, 0.128, 0.127, 0.102, 0.033, 0.125, 0.137, -0.074, -0.612, -0.075, -0.069, 1.187, -0.379, -0.140, -0.068, -0.041, -0.045, -0.130, -0.662, -0.053, -0.081, -0.078, 0.104, 0.081, 0.053, 0.106, 0.052, 0.082, 0.103, 0.087, 0.084, 0.093, 0.124, 0.118, 0.115, 0.067, 0.068, 0.103, 0.073, 0.059, 0.063, 0.110, 0.070, 0.105, 0.069]
}